1.
# C4H2ClNO

A single C4H2ClNO molecule at a distorted geometry (wB97M-V/def2-TZVPD, the OMol25 dataset).

Geometry as XYZ:
```
9
Properties=species:S:1:pos:R:3:forces:R:3:lowdin_charge:R:1
C -1.18239 -0.87010 0.12894 0.19 -0.97 -0.86 -0.326
C -2.01111 0.16754 -0.07244 -2.01 2.50 0.22 -0.535
C 0.78624 0.43677 0.06035 -1.09 -0.41 -0.67 0.109
C 2.07764 0.93488 -0.09067 0.66 -0.62 0.90 -0.275
N 0.04800 -0.48007 -0.02208 2.06 1.66 0.96 0.110
O 2.68501 1.94488 -0.05925 0.03 1.92 -0.38 0.128
Cl -3.65863 -0.23997 0.07847 -0.49 -0.36 -0.11 0.570
H -1.30464 -1.88271 -0.01483 -0.79 -2.27 0.31 0.085
H 2.55988 -0.01123 -0.00849 1.44 -1.45 -0.38 0.133
```
Forces are in eV/Å.

## Properties
HOMO in eV: -8.49
E_LUMO in eV: -1.8
Molar mass in g/mol: 115.519
Spin multiplicity: 1
Relative energy (zero: lowest compared OMol25 entry of this formula, charge and spin) in kJ/mol: 483.9

***

2.
# C26H50IO20PS2

A 5-piece molecular cluster, C26H50IO20PS2 overall at a distorted geometry (wB97M-V/def2-TZVPD, the OMol25 dataset).

Geometry as XYZ:
```
100
Properties=species:S:1:pos:R:3:forces:R:3:lowdin_charge:R:1
C 1.81449 -3.83817 4.89529 -0.44 -0.15 1.21 -0.157
C 1.09926 -2.42037 4.48734 0.48 -0.07 0.54 -0.230
C 1.35238 -1.98516 2.89235 0.44 0.52 1.40 -0.183
C -0.08041 -1.90994 2.08861 0.29 -0.40 1.69 -0.317
C -0.36429 -3.41006 1.50560 -0.20 -0.85 0.28 -0.083
C -0.22386 -0.68183 1.01856 1.81 -0.70 -0.24 -0.370
P -1.77511 -1.01954 -0.03956 -6.39 3.42 -3.59 0.831
O -2.49121 0.31147 -0.60227 3.64 -4.62 2.11 -0.387
O -3.07850 -1.83835 0.85053 2.40 1.97 -1.15 -0.210
O -1.46580 -1.99732 -1.47971 0.13 2.00 2.62 -0.207
C 1.13695 -0.30786 0.18467 1.87 0.27 -0.26 -0.208
C 1.65063 -1.49659 -0.85209 0.11 0.10 0.02 -0.106
C 3.31220 -1.49251 -1.04990 -0.03 0.85 -8.45 -0.640
O 3.71226 -1.43395 -2.35074 -2.13 -0.56 8.99 -0.132
I 4.76833 -1.53805 0.58293 -1.07 -0.08 -1.04 0.827
C 0.96509 1.15272 -0.57677 -1.97 -0.66 -1.60 -0.250
O 1.94726 1.34513 -1.69553 -1.41 1.64 1.49 -0.102
C 0.80547 2.43415 0.41230 0.89 0.75 -1.39 -0.279
C 2.04758 2.81133 1.38407 -0.30 1.87 1.20 -0.427
S 3.73785 2.18745 0.91587 -0.25 0.87 -0.46 0.737
C 4.39948 3.48985 -0.29597 -1.06 0.84 -1.22 -0.514
C 5.37938 2.85127 -1.44591 -0.36 0.37 0.32 -0.170
O -0.50334 2.32891 1.13986 1.77 -2.73 0.52 -0.222
S -0.63212 0.89173 2.02513 -5.67 0.01 6.82 0.873
O 0.07565 0.90779 3.42045 -0.69 0.23 -5.80 -0.339
O -2.16405 0.73102 2.37892 5.36 0.72 -2.28 -0.371
H 2.01418 -3.80374 6.07158 -0.37 -0.12 -2.56 0.084
H 2.84972 -4.01856 4.38036 -2.06 0.36 0.82 0.074
H 1.07997 -4.76453 4.74631 1.73 1.99 0.00 0.083
H -0.03473 -2.51065 4.76192 2.07 0.27 -0.69 0.111
H 1.54721 -1.59317 5.22102 -1.02 -1.69 -1.82 0.121
H 2.10074 -2.79764 2.47282 -1.66 1.82 0.41 0.092
H 1.91765 -0.93854 2.96082 -1.34 -2.28 -0.42 0.106
H -0.90858 -1.71634 2.92719 1.78 -0.23 -2.02 0.145
H -0.38250 -3.51482 0.34356 -0.09 0.33 2.06 0.071
H -1.38206 -3.80899 1.94585 2.03 0.84 -1.11 0.102
H 0.48810 -4.14641 1.89433 -1.85 1.72 -0.85 0.104
H -3.75623 -1.11590 1.10279 1.88 -1.12 -0.75 0.109
H -1.48473 -1.35216 -2.25022 -0.27 -0.72 1.45 0.098
H 2.05339 -0.14853 0.93380 -2.24 -0.52 -1.18 0.094
H 1.39287 -2.58112 -0.49726 0.42 2.16 -0.32 0.116
H 1.12085 -1.35228 -1.90361 1.64 -0.27 2.16 0.137
H -0.07507 1.06110 -1.15917 1.85 0.37 1.56 0.159
H 1.75609 2.26851 -2.08969 0.32 -2.22 0.96 0.131
H 0.64557 3.37828 -0.30403 0.12 -2.16 1.59 0.179
H 1.89373 2.53594 2.53566 0.07 0.25 -2.73 0.102
H 2.12491 4.00407 1.38806 -0.25 -2.59 0.04 0.111
H 4.84749 4.39893 0.29113 -0.65 -1.89 -1.13 0.085
H 3.43158 3.89193 -0.86692 2.10 -0.76 1.22 0.082
H 4.77092 2.02676 -2.02085 1.39 1.41 1.31 0.079
H 6.39135 2.44659 -0.97545 -2.27 0.77 -1.14 0.093
H 5.60361 3.70679 -2.21973 -0.24 -1.64 1.60 0.082
C -1.50962 0.98349 6.16731 -0.02 -0.22 -0.62 -0.050
O -1.33939 1.57275 7.45496 0.59 -0.52 1.11 -0.007
C -0.65309 0.80149 8.33557 0.03 -0.27 -0.32 -0.560
O -0.19418 -0.30770 8.11154 -0.60 1.52 0.37 0.100
O -0.56577 1.47812 9.50854 -0.13 -0.37 -0.88 -0.012
C 0.13625 0.78203 10.53662 0.23 -0.21 0.36 -0.055
H -2.07106 1.68639 5.54557 0.15 0.00 0.33 0.097
H -0.53925 0.80393 5.69358 -0.27 -0.09 0.17 0.072
H -2.08395 0.05435 6.24089 0.22 0.08 0.02 0.102
H 1.17257 0.59443 10.23750 -0.24 -0.12 -0.01 0.097
H -0.37219 -0.15522 10.78492 0.19 0.09 -0.16 0.098
H 0.14498 1.41515 11.42815 -0.16 0.08 -0.34 0.093
C 8.26319 -3.95985 -1.10180 -0.33 0.15 -0.44 -0.048
O 9.08765 -4.41051 -0.02875 0.49 0.65 0.81 -0.010
C 9.54216 -3.42023 0.78000 -0.11 0.38 -0.10 -0.560
O 9.30502 -2.22866 0.65751 0.32 -1.69 0.20 0.101
O 10.30614 -3.98535 1.74864 -0.62 0.26 -0.82 -0.010
C 10.85582 -3.05520 2.67977 0.22 0.31 0.35 -0.053
H 7.95705 -4.83415 -1.68293 0.22 0.01 0.32 0.096
H 7.36311 -3.46954 -0.71745 0.24 0.06 -0.08 0.064
H 8.82106 -3.28669 -1.76075 -0.16 0.01 0.22 0.101
H 10.05924 -2.52869 3.21537 0.15 0.02 -0.22 0.098
H 11.51732 -2.34579 2.17208 -0.26 -0.03 0.07 0.099
H 11.44753 -3.61613 3.40845 -0.20 -0.14 -0.31 0.094
C -6.00962 2.35126 -5.69947 -0.12 -0.15 -0.49 -0.053
O -5.83939 2.94052 -4.41181 0.50 -0.44 0.75 -0.013
C -5.15309 2.16925 -3.53121 0.21 -0.28 0.24 -0.561
O -4.69418 1.06007 -3.75524 -0.63 1.52 0.22 0.104
O -5.06577 2.84588 -2.35824 -0.40 -0.29 -1.30 -0.011
C -4.36375 2.14979 -1.33015 0.39 -0.16 0.35 -0.070
H -6.57106 3.05415 -6.32120 0.09 0.00 0.35 0.092
H -5.03925 2.17169 -6.17320 -0.16 -0.13 0.16 0.097
H -6.58395 1.42211 -5.62589 0.25 0.10 -0.01 0.098
H -3.32743 1.96220 -1.62928 -0.49 -0.07 0.02 0.068
H -4.87219 1.21254 -1.08186 0.26 0.12 -0.21 0.093
H -4.35502 2.78292 -0.43863 -0.15 0.07 -0.31 0.099
C -10.73033 0.55047 -8.33783 -0.21 -0.12 0.49 -0.052
O -10.26846 0.83453 -9.65702 0.88 0.65 -0.25 -0.009
C -9.17997 1.64333 -9.70537 0.17 0.14 0.32 -0.559
O -8.59798 2.12076 -8.74389 -0.80 -0.67 -1.35 0.101
O -8.85115 1.82886 -11.00873 -0.41 -0.26 0.98 -0.009
C -7.71485 2.66620 -11.21376 0.42 0.31 -0.11 -0.053
H -11.60307 -0.10343 -8.41884 0.22 0.15 -0.29 0.094
H -9.95971 0.02653 -7.76345 -0.08 0.25 -0.05 0.098
H -11.03570 1.47064 -7.82928 0.22 -0.16 -0.04 0.099
H -6.82357 2.22672 -10.75430 -0.20 0.16 0.06 0.098
H -7.89956 3.67096 -10.82017 0.10 -0.24 0.08 0.098
H -7.54308 2.74499 -12.29081 -0.28 -0.20 0.19 0.094
```
Forces are in eV/Å.

## Properties
HOMO in eV: -9.06
Structure (SMILES): CCC[C@H](C)[C@]1(P(=O)(O)O)[C@@H](CC(=O)I)[C@H](O)[C@H](CSCC)OS1(=O)=O.COC(=O)OC.COC(=O)OC.COC(=O)OC.COC(=O)OC
E_LUMO in eV: -0.9
Molar mass in g/mol: 904.678
Spin multiplicity: 1

***

3.
# C26H37CoFN2O4

C26H37CoFN2O4 as an isolated structure (wB97M-V/def2-TZVPD, the OMol25 dataset).

Geometry as XYZ:
```
71
Properties=species:S:1:pos:R:3:forces:R:3:lowdin_charge:R:1
Co -0.45768 0.47905 -1.10064 0.14 -0.15 0.30 0.853
C -4.52364 0.90066 -1.51651 0.03 0.04 0.01 0.004
C -3.13390 1.11143 -2.08220 -0.05 0.13 0.16 -0.476
C -3.13560 1.28307 -3.59095 0.01 0.02 0.04 0.001
O -2.31613 -0.06790 -1.74096 0.13 -0.04 -0.15 -0.081
C -2.45813 2.35241 -1.43230 -0.02 -0.12 -0.37 -0.577
O -3.05667 3.39710 -1.49264 -0.11 0.10 0.11 0.110
O -1.26109 2.18767 -0.95052 0.01 -0.06 0.19 -0.091
H -4.99608 0.03255 -1.97917 -0.02 -0.01 -0.01 0.096
H -5.12449 1.78379 -1.71994 -0.02 0.01 0.00 0.103
H -4.48571 0.75286 -0.43683 0.00 0.00 -0.08 0.074
H -3.63003 0.43636 -4.07320 0.00 -0.02 -0.02 0.096
H -2.11918 1.37624 -3.97760 0.01 0.00 0.00 0.096
H -3.68171 2.18909 -3.84555 -0.01 0.00 0.01 0.107
H -2.47805 -0.76950 -2.38343 -0.07 0.01 0.05 0.121
C 3.22471 0.84186 2.29339 -0.02 0.00 -0.03 -0.052
C 1.90264 0.97883 1.53589 0.04 -0.04 0.03 -0.375
C 1.67326 2.42839 1.10178 -0.06 0.05 -0.02 -0.038
C 0.71725 0.47797 2.33708 0.00 0.02 -0.02 -0.134
C 0.51718 0.89619 3.64535 -0.02 0.00 -0.01 -0.014
C -0.58170 0.46580 4.37166 0.01 0.00 -0.03 -0.040
C -1.50824 -0.37932 3.78849 0.02 -0.02 -0.02 -0.017
C -1.35298 -0.82734 2.48044 -0.05 -0.02 0.07 -0.140
C -2.42397 -1.69606 1.84744 -0.03 0.00 -0.04 -0.367
C -3.77645 -0.97518 1.86327 0.06 0.02 0.01 -0.051
C -2.52824 -3.05893 2.53365 -0.02 0.00 -0.01 -0.044
C -0.22085 -0.39952 1.78240 -0.01 0.06 0.05 -0.172
N -0.03642 -0.83963 0.43313 0.07 0.06 -0.23 0.097
C 0.38574 -2.09375 0.23325 -0.02 -0.04 -0.01 -0.209
C 0.80821 -2.98565 1.25860 -0.01 0.02 -0.01 0.027
C 1.22458 -4.25814 0.95144 0.00 0.02 0.01 -0.045
C 1.23857 -4.70526 -0.37185 -0.01 0.03 0.00 -0.023
C 0.84082 -3.86289 -1.40982 -0.03 0.09 -0.04 0.018
C 0.43698 -2.59694 -1.09302 -0.01 0.06 -0.14 -0.189
F 0.04650 -1.75198 -2.08403 0.04 -0.15 0.16 0.057
H 4.06076 1.09498 1.63853 0.01 0.01 -0.01 0.075
H 3.37463 -0.17301 2.66271 0.00 -0.02 0.00 0.087
H 3.27125 1.52190 3.14368 -0.02 0.00 0.03 0.080
H 1.98343 0.35539 0.64175 -0.01 0.02 -0.03 0.093
H 1.61283 3.07443 1.97963 0.00 0.01 0.00 0.093
H 0.74539 2.56045 0.53820 0.04 -0.03 0.02 0.067
H 2.50581 2.78245 0.48870 0.02 0.00 -0.02 0.077
H 1.22960 1.56849 4.10439 0.02 0.01 0.01 0.119
H -0.72033 0.79987 5.39060 0.00 0.01 0.02 0.114
H -2.37363 -0.69500 4.35569 -0.03 0.00 0.02 0.119
H -2.15911 -1.86331 0.79933 -0.04 0.02 0.05 0.116
H -4.17122 -0.90420 2.87718 0.00 0.01 0.03 0.084
H -4.50536 -1.52025 1.26356 -0.02 -0.02 -0.02 0.087
H -3.68815 0.03883 1.46953 0.01 -0.04 0.02 0.073
H -2.74821 -2.94393 3.59582 -0.01 0.01 0.01 0.084
H -1.60359 -3.63079 2.44405 0.00 0.00 0.01 0.066
H -3.33330 -3.64560 2.09039 -0.01 -0.02 -0.01 0.087
H 0.80212 -2.63478 2.28075 0.00 0.03 0.02 0.132
H 1.54638 -4.92029 1.74243 0.01 -0.01 0.01 0.120
H 1.56237 -5.71036 -0.60015 0.01 -0.02 -0.01 0.121
H 0.84243 -4.18534 -2.44125 0.00 -0.01 -0.02 0.133
C 2.18370 3.28188 -2.84782 -0.03 0.03 0.00 0.007
N 3.04445 2.13431 -2.55669 -0.05 -0.05 0.02 -0.115
C 4.49267 2.27829 -2.65470 0.06 0.00 -0.01 -0.016
C 2.48422 1.02470 -2.09489 0.02 0.05 0.08 -0.455
C 3.35772 -0.14419 -1.74153 -0.03 -0.01 0.00 0.036
O 1.24263 0.97412 -1.95780 0.00 -0.04 -0.20 -0.059
H 2.73630 3.98677 -3.46187 -0.01 -0.01 0.01 0.094
H 1.86354 3.76974 -1.92674 -0.01 0.00 0.00 0.101
H 1.29681 2.95084 -3.38094 0.00 0.01 0.00 0.096
H 4.71511 3.21591 -3.15417 -0.01 -0.01 0.00 0.094
H 4.92874 1.47024 -3.23991 0.01 0.01 0.01 0.096
H 4.95707 2.29700 -1.66770 0.01 0.01 0.00 0.099
H 4.07561 0.12867 -0.96705 0.01 0.01 0.01 0.094
H 3.92287 -0.48281 -2.60965 0.01 -0.01 -0.01 0.101
H 2.73496 -0.95874 -1.38015 0.01 0.02 -0.01 0.075
```
Forces are in eV/Å.

## Properties
<S²>: 6.048
HOMO (spin up / spin down) in eV: -11.60 / -11.66
E_LUMO (spin up / spin down) in eV: -2.1 / -5.3
Molar mass in g/mol: 519.523
Spin multiplicity: 5
Relative energy (zero: lowest compared OMol25 entry of this formula, charge and spin) in kJ/mol: 0.0
Charge: +1